Record 1
{
  "formula": "C18H29AlN4O8S",
  "method": "ωB97M-V with the def2-TZVPD basis set",
  "elements": ["H", "H", "O", "C", "H", "S", "H", "H", "C", "O", "O", "H", "H", "H", "H", "N", "O", "H", "C", "C", "C", "C", "H", "C", "H", "O", "H", "N", "H", "N", "C", "N", "H", "C", "C", "H", "H", "H", "H", "C", "O", "H", "H", "H", "C", "H", "Al", "H", "O", "C", "H", "O", "H", "C", "H", "H", "C", "C", "C", "C", "H"],
  "positions_angstrom": [[1.9145, -1.0827, -5.2125], [2.2680, -2.6808, -2.6854], [-1.9270, -3.6133, 2.4588], [1.1432, -1.0894, -4.4382], [0.7189, -2.0949, -4.3590], [-0.0198, 1.6739, 1.4665], [-1.9267, 3.2376, 0.2103], [2.9624, -2.8534, -0.0408], [2.6489, -1.6617, -2.6058], [-0.9470, -1.8642, 1.4855], [0.8616, 1.2272, 2.5417], [1.5383, -0.0276, 1.9880], [0.5269, 2.1319, -4.9331], [-0.0788, 2.8100, -1.7330], [-5.6605, 4.6625, 2.7416], [1.7085, -0.7169, -3.1576], [-0.0064, -3.6059, -2.5987], [-5.5198, 3.7057, 4.2184], [2.5373, -2.9976, 0.9533], [-0.5042, 2.0110, -2.3504], [1.1937, 1.9561, -4.0851], [-2.9100, 3.0522, 3.9194], [-1.0924, 1.3509, -1.7120], [2.7268, -1.7002, 1.7622], [0.3483, -0.4041, -4.7169], [-0.2740, -1.9984, -1.1008], [-3.1974, 2.9869, 4.9575], [1.1201, -3.2418, 0.7824], [0.9553, -3.3176, 2.8742], [1.1934, 0.1565, -1.0612], [-1.4178, 2.5290, 2.1406], [0.5064, 1.2387, -3.0344], [-4.0601, 4.2831, 0.9976], [-3.3975, 3.7907, 1.6935], [0.1028, -3.1638, -1.4732], [3.5935, -1.6048, -3.1550], [2.8162, -1.4011, -1.5644], [-1.1521, 2.4489, -3.1107], [0.0175, -4.7819, -0.1201], [-2.2310, 3.1952, 1.2447], [-0.6485, 0.4998, 0.7691], [3.0615, -3.8279, 1.4505], [-4.7393, 5.2814, 4.1145], [-1.0908, 1.9139, 4.1508], [-0.9674, -3.0498, 1.9940], [3.6990, -1.2501, 1.5247], [0.1338, -1.0363, 0.3108], [1.5343, 2.9273, -3.7076], [1.6872, -0.8258, 1.3900], [1.1277, 0.2119, -2.3685], [2.0569, 1.3886, -4.4225], [0.6317, 2.5404, 0.5151], [0.3739, -4.7884, 2.0627], [-3.7450, 3.7316, 3.0379], [1.6142, -4.5522, -0.8278], [1.0337, 1.0763, -0.6562], [0.4426, -3.6961, 1.9873], [-1.7467, 2.4454, 3.4789], [-4.9922, 4.3831, 3.5510], [0.7648, -4.0287, -0.3815], [2.6887, -1.8900, 2.8391]],
  "forces_ev_per_angstrom": [[-0.010, 0.026, -0.015], [-0.023, 0.005, 0.018], [-0.125, -0.172, 0.179], [-0.080, -0.208, -0.289], [0.046, 0.054, -0.023], [-0.246, 1.025, 0.231], [-0.126, 0.062, -0.170], [0.086, -0.094, 0.075], [0.235, 0.013, 0.053], [-0.661, 0.372, 0.229], [-0.436, 0.091, 0.318], [0.336, -0.250, 0.069], [0.042, -0.006, -0.015], [-0.051, -0.015, -0.082], [-0.054, 0.039, -0.057], [-0.261, -0.088, 0.198], [-0.117, -0.138, -0.105], [-0.098, 0.006, 0.075], [0.171, 0.290, 0.093], [-0.117, 0.057, 0.112], [0.059, 0.046, -0.158], [0.054, -0.003, -0.094], [-0.018, 0.104, -0.052], [0.361, -0.586, -0.050], [0.051, -0.032, 0.008], [-0.641, 0.286, -0.652], [0.058, -0.019, 0.168], [0.394, -0.304, 0.106], [0.025, -0.031, -0.016], [-0.298, -0.124, 0.142], [0.317, -0.347, -0.126], [0.089, -0.103, 0.147], [0.008, 0.109, -0.101], [0.105, -0.094, 0.007], [0.399, -0.741, -0.111], [0.004, -0.027, 0.011], [0.119, -0.041, -0.068], [-0.079, 0.024, 0.065], [0.078, -0.039, 0.025], [-0.013, 0.104, -0.140], [-0.321, 0.900, 0.446], [0.026, 0.108, -0.104], [-0.055, 0.049, 0.030], [-0.011, -0.076, 0.117], [0.570, -0.268, 0.002], [-0.168, -0.066, 0.073], [1.024, -1.450, -0.176], [0.027, -0.023, -0.056], [-0.087, 0.587, 0.380], [0.158, 0.275, 0.021], [-0.005, 0.047, -0.035], [-0.181, 0.168, 0.089], [0.026, 0.172, -0.021], [0.046, -0.090, -0.003], [-0.024, 0.017, 0.056], [0.239, 0.052, -0.491], [-0.596, 0.229, 0.101], [0.109, -0.058, 0.139], [0.019, -0.006, 0.019], [-0.316, 0.140, -0.511], [-0.065, 0.040, -0.081]],
  "nbo_charge": [0.19, 0.21, -0.61, -0.42, 0.24, 2.41, 0.23, 0.21, -0.42, -0.87, -0.97, 0.54, 0.20, 0.21, 0.22, -0.42, -0.65, 0.22, -0.23, -0.42, -0.41, -0.21, 0.23, -0.06, 0.22, -0.87, 0.22, -0.48, 0.21, -0.96, -0.27, -0.45, 0.22, -0.20, 0.81, 0.20, 0.23, 0.20, 0.24, -0.19, -1.06, 0.19, 0.23, 0.24, 0.80, 0.19, 2.03, 0.19, -0.81, 0.70, 0.22, -0.97, 0.21, 0.01, 0.22, 0.40, -0.34, -0.18, -0.63, -0.35, 0.18],
  "total_energy_ev": -58915.7823,
  "molar_mass_g_mol": 488.50,
  "homo_ev": -9.0,
  "orbital_gap_ev": 9.5,
  "lumo_ev": 0.50
}

---

Record 2
{
  "formula": "C24H23NS2SiYb",
  "method": "ωB97M-V with the def2-TZVPD basis set",
  "elements": ["H", "H", "C", "H", "H", "C", "Si", "C", "H", "C", "C", "C", "C", "H", "C", "H", "H", "C", "C", "H", "H", "H", "C", "C", "C", "H", "C", "C", "H", "S", "H", "C", "S", "H", "C", "H", "C", "C", "H", "C", "H", "C", "C", "H", "N", "Yb", "H", "C", "H", "H", "C", "H"],
  "positions_angstrom": [[5.4430, -1.5180, -1.9702], [3.5131, -2.8239, -1.1805], [-1.5181, -1.6443, -3.1344], [-5.3520, 1.4597, 2.1369], [-0.9179, -0.6190, 4.7320], [-3.0250, 1.4715, 0.8129], [1.0040, -2.1727, 0.3471], [-0.0493, -1.2641, 2.8889], [2.8971, -2.5157, 5.0184], [3.7373, 0.9236, -0.3809], [1.0244, -1.8836, 2.2558], [2.0797, -2.3227, 3.0487], [2.6497, 0.1855, 0.0458], [1.6178, -3.5523, 0.3527], [0.1153, 2.2893, -3.3102], [1.1009, -0.9435, -2.9945], [1.8547, 0.6778, 0.5982], [4.6611, -1.0331, -1.3984], [-0.9703, -0.3287, -3.2490], [2.9228, -2.8043, 2.5712], [5.6036, 0.8882, -1.4368], [3.7979, 1.9784, -0.1538], [-3.7724, 0.3873, 1.0923], [2.5535, -1.1791, -0.2151], [0.9491, 1.1795, -3.1075], [2.0158, 1.3272, -2.9989], [2.0646, -2.1620, 4.4229], [-1.2661, 2.0826, -3.4765], [-2.8212, 3.5875, 0.7055], [-3.4368, -1.2950, 0.6423], [-2.8598, 0.6742, -3.5983], [0.6508, 3.5782, -3.4048], [-1.4317, 1.4688, 0.0452], [-4.5003, 3.0329, 0.7451], [3.5764, -1.7672, -0.9537], [-1.9091, 2.9361, -3.6493], [0.4294, -0.0898, -3.0842], [4.7493, 0.3158, -1.1064], [-5.8538, -0.0132, 1.2803], [-1.7936, 0.8200, -3.4417], [-0.8949, -0.9099, 2.2965], [0.9821, -1.5521, 5.0348], [-0.0719, -1.0991, 4.2626], [-4.9379, -0.1380, 2.7796], [1.0885, 4.6383, -3.5188], [-1.2335, -0.9755, -0.7105], [-3.5294, 3.0316, 2.2266], [-3.5009, 2.8647, 1.1489], [-2.5119, -1.7671, -3.5708], [0.9659, -1.4304, 6.1080], [-5.0610, 0.4486, 1.8678], [-0.8292, -2.4432, -3.4219]],
  "forces_ev_per_angstrom": [[0.037, -0.004, -0.014], [0.062, -0.101, -0.027], [-0.031, -0.120, 0.160], [-0.048, 0.103, 0.035], [-0.107, 0.061, 0.048], [-0.175, -0.371, 0.141], [1.468, -0.372, 1.111], [-0.174, 0.064, -0.256], [0.030, -0.015, 0.031], [0.081, 0.192, -0.004], [-0.279, 0.018, -0.557], [0.101, -0.060, -0.031], [-0.177, 0.060, 0.145], [-0.274, -0.009, -0.319], [-0.489, -1.317, 0.091], [-0.090, 0.127, 0.075], [0.003, 0.057, 0.042], [0.203, -0.087, -0.140], [0.247, 0.319, -0.771], [0.125, -0.059, 0.006], [0.070, 0.081, -0.052], [-0.018, 0.112, 0.017], [0.063, 0.165, -0.026], [-0.428, -0.214, -0.064], [-0.048, 0.672, -0.079], [0.018, 0.008, 0.046], [0.189, -0.080, 0.019], [0.309, 0.085, -0.074], [-0.048, 0.100, 0.044], [0.617, -0.078, -0.251], [0.130, 0.010, 0.100], [0.504, 1.169, -0.081], [0.235, -0.109, -0.003], [-0.048, 0.115, 0.044], [-0.146, -0.160, 0.013], [0.006, 0.006, 0.044], [-0.559, -0.519, 0.219], [0.101, 0.068, -0.011], [-0.167, -0.010, 0.058], [0.070, -0.367, 0.032], [0.099, -0.032, 0.215], [-0.003, 0.040, 0.069], [-0.127, 0.100, 0.204], [-0.124, -0.017, 0.070], [-0.006, -0.019, 0.033], [-1.275, 0.157, -0.908], [-0.013, 0.080, 0.067], [-0.035, -0.039, 0.020], [0.113, -0.014, 0.268], [-0.021, 0.026, 0.117], [0.115, 0.135, -0.118], [-0.086, 0.045, 0.205]],
  "nbo_charge": [0.20, 0.20, -0.88, 0.20, 0.21, -0.17, 0.39, -0.14, 0.20, -0.22, -0.39, -0.21, -0.16, -0.17, -0.27, 0.23, 0.21, -0.22, -0.07, 0.20, 0.20, 0.21, -0.16, -0.39, -0.10, 0.23, -0.22, -0.12, 0.22, -0.43, 0.21, 0.32, -0.44, 0.20, -0.23, 0.22, -0.32, -0.24, 0.21, -0.21, 0.21, -0.23, -0.24, 0.21, -0.37, 1.56, 0.21, -0.64, 0.22, 0.20, -0.64, 0.22],
  "total_energy_ev": -87831.0417,
  "molar_mass_g_mol": 590.72,
  "s2": 0.751,
  "homo_ev": [-4.3, -4.3],
  "orbital_gap_ev": [7.0, 7.0],
  "total_charge": -1,
  "e_above_lowest_kj_mol": 15.1,
  "lumo_ev": [2.76, 2.73],
  "spin_multiplicity": 2
}

---

Record 3
{
  "formula": "C20H29LuNOP2",
  "method": "ωB97M-V with the def2-TZVPD basis set",
  "elements": ["C", "H", "O", "C", "H", "C", "H", "C", "C", "H", "H", "H", "C", "H", "C", "C", "H", "C", "C", "H", "H", "C", "C", "H", "C", "C", "P", "N", "H", "H", "H", "H", "H", "H", "H", "H", "H", "C", "H", "C", "Lu", "H", "P", "H", "H", "H", "H", "C", "C", "C", "H", "C", "H", "H"],
  "positions_angstrom": [[-0.0749, -3.2676, -4.2755], [-0.2028, 0.8165, -4.2605], [-2.2266, 0.5334, 1.9111], [0.7854, -3.7358, -3.2928], [2.7072, 0.6841, 2.6841], [-0.9659, -3.2855, -0.7452], [-0.6535, -3.9760, -4.8408], [3.3738, 0.5858, -0.2687], [0.8062, 0.4157, -4.3610], [-0.2287, 0.5008, -0.8189], [1.3946, 3.0006, 0.0356], [2.4232, 2.7410, 1.4801], [2.6679, 3.3086, -2.7808], [-1.5415, 2.4298, 2.1121], [1.7342, 2.6218, -3.5533], [-0.1920, -1.8993, -4.5496], [2.7179, -2.3385, -0.8050], [1.8637, -2.9577, -1.0830], [0.8057, -0.9935, -4.1203], [-0.9151, -1.5240, -5.2799], [-0.6432, -4.3093, -0.5082], [0.7147, -2.9345, 1.4467], [1.5579, -2.8468, -2.5657], [-3.0843, 0.1403, 2.0806], [2.1715, -0.0675, 2.0974], [1.7627, 1.2108, -3.6390], [1.6027, 0.6269, 0.5006], [2.6950, -0.7743, -2.5699], [-1.2172, 1.3223, 3.4556], [2.8525, -0.9037, 1.9145], [-2.8977, 1.9326, 3.2030], [1.9953, -3.9716, -0.6797], [-1.9065, -3.0751, -0.2277], [1.3153, -0.4390, 2.6648], [4.0614, 3.1844, -1.0856], [3.5796, -0.4651, -0.4350], [2.8726, 4.3648, -2.9501], [-1.9600, 1.6587, 2.7528], [0.0249, -2.5216, 2.1959], [2.6423, 0.5606, -2.6798], [-1.4990, -0.1842, 0.1073], [-1.1204, -3.2238, -1.8246], [0.3920, -2.2113, -0.1940], [1.1007, 3.1568, -4.2630], [0.8259, -4.7898, -3.0156], [4.0956, 1.0264, 0.4232], [-1.0946, 1.4232, -0.6288], [3.3935, 2.6456, -1.7747], [3.2455, 1.2800, -1.5894], [1.5082, 2.4101, 0.9541], [0.6195, 2.5734, 1.5847], [1.7554, -1.5412, -3.1382], [0.5629, -4.0099, 1.3362], [1.7469, -2.7424, 1.7561]],
  "forces_ev_per_angstrom": [[-0.471, 1.716, -1.293], [-0.025, 0.524, -1.828], [-0.636, -0.456, 0.357], [1.250, -0.083, 1.496], [0.008, -0.120, 0.034], [0.201, -0.987, -0.161], [-0.388, -0.070, 0.004], [-0.800, 0.039, -0.736], [0.516, -0.797, 3.312], [0.980, 0.347, -2.357], [-0.078, -0.077, 0.251], [-0.428, -0.099, -0.168], [-0.581, -0.227, -1.051], [-0.245, 0.137, 0.115], [0.853, 1.170, -0.601], [0.054, -1.055, -1.013], [0.025, -0.205, -0.096], [-0.042, -0.008, -0.535], [0.946, -0.040, 1.438], [0.080, -0.332, 0.262], [-0.516, -0.035, -0.142], [-0.096, -0.166, 0.170], [-0.175, 0.024, -0.437], [-0.491, 0.100, 0.646], [0.096, -0.007, 0.501], [-0.182, -0.909, 0.903], [1.004, 0.618, 1.167], [-1.287, 0.040, 0.834], [0.115, 0.166, 0.549], [-0.080, 0.067, 0.081], [-0.068, 0.478, 0.377], [-0.085, 0.126, -0.309], [0.014, -0.140, 0.079], [0.178, 0.055, 0.125], [-0.639, 0.011, -0.247], [0.235, -0.098, 0.146], [-0.462, -0.148, 0.162], [0.255, 0.144, -0.024], [0.246, -0.238, -0.095], [-0.698, -0.999, -0.571], [1.214, -1.368, -0.687], [-0.071, 0.134, 0.163], [-0.217, 0.137, -0.150], [0.179, 0.002, 0.255], [-0.433, 0.191, 0.027], [-0.202, 0.100, -0.016], [-0.238, 0.784, -0.222], [0.523, -0.991, 0.849], [0.236, 1.212, -0.831], [0.162, 0.135, -0.075], [0.416, 0.009, -0.194], [0.048, 1.301, -0.814], [0.077, -0.061, 0.347], [-0.278, -0.052, 0.007]],
  "lowdin_charge": [-0.08, 0.13, -0.33, -0.08, 0.05, -0.30, 0.11, -0.24, 0.07, -0.24, 0.04, 0.06, -0.06, 0.08, -0.04, -0.03, 0.06, -0.24, -0.14, 0.12, 0.06, -0.29, -0.22, 0.10, -0.31, -0.13, 0.82, 0.16, 0.09, 0.03, 0.10, 0.10, 0.02, 0.02, 0.13, 0.05, 0.11, -0.06, 0.04, -0.17, 1.04, 0.03, 0.74, 0.12, 0.13, 0.10, -0.09, -0.05, -0.24, -0.27, 0.01, -0.17, 0.05, 0.04],
  "total_energy_ev": -76933.6088,
  "molar_mass_g_mol": 536.37,
  "homo_ev": -9.3,
  "orbital_gap_ev": 5.4,
  "total_charge": 1,
  "lumo_ev": -3.88
}

---

Record 4
{
  "formula": "C5H8",
  "method": "ωB97M-V with the def2-TZVPD basis set",
  "elements": ["H", "H", "C", "H", "C", "C", "H", "H", "H", "C", "H", "H", "C"],
  "positions_angstrom": [[-0.3342, -1.3820, 1.0833], [1.7552, -0.9494, 0.0244], [0.7892, 0.6863, -0.9325], [0.3012, -0.2746, 2.3203], [-0.4734, 0.5381, -1.2330], [-1.6921, 0.0695, -1.1561], [1.9749, 0.5702, 0.8755], [-1.8704, -0.9505, -1.4842], [-0.7712, 0.3042, 1.0608], [1.2360, -0.0326, 0.3387], [-2.4949, 0.5771, -0.6254], [1.5230, 1.2196, -1.5345], [0.0567, -0.3760, 1.2626]],
  "forces_ev_per_angstrom": [[0.127, 0.121, 0.060], [-0.008, 0.172, 0.144], [-0.198, -0.071, -0.067], [0.212, -0.173, -0.054], [-0.038, -0.239, 0.137], [0.135, 0.020, -0.083], [-0.095, 0.038, -0.115], [-0.201, 0.176, -0.286], [0.145, -0.028, 0.281], [0.069, -0.009, 0.115], [0.105, 0.093, -0.322], [-0.235, -0.112, 0.057], [-0.018, 0.013, 0.131]],
  "nbo_charge": [0.21, 0.21, -0.28, 0.21, 0.09, -0.49, 0.21, 0.22, 0.22, -0.42, 0.22, 0.23, -0.61],
  "total_energy_ev": -5312.5040,
  "molar_mass_g_mol": 68.12,
  "homo_ev": -9.4,
  "orbital_gap_ev": 10.5,
  "smiles": "C=C=CCC",
  "e_above_lowest_kj_mol": 160.4,
  "lumo_ev": 1.16
}